ORCA calculation (ωB97M-V with the def2-TZVPD basis set) on a 3-piece molecular cluster, C19H31F7NO10PS overall.

Computed properties:
Kohn-Sham gap = 10.332 eV
Net charge = 0
SMILES = CCOP(=O)(CCC[C@@H]1C(=O)NC[C@H]1S(=O)(=O)F)OCC.CCOC(=O)C(F)(F)F.CCOC(=O)C(F)(F)F
LUMO energy = 0.516 eV

CARTESIAN COORDINATES (ANGSTROEM)
C1 0.874348 1.655189 0.815419
C2 2.081168 0.767054 0.406946
O1 1.850891 -0.633070 0.624644
P1 0.844942 -1.299038 -0.455324
O2 -0.520938 -0.749647 -0.423023
C3 1.435149 -1.132778 -2.208973
C4 0.249487 -0.697559 -3.106095
C5 -0.080796 0.804715 -2.945687
C6 -1.614577 1.036623 -3.010158
C7 -2.032701 2.221530 -3.916617
O3 -2.353429 2.141864 -5.038009
N1 -1.985730 3.370047 -3.086197
C8 -2.322267 3.018390 -1.700864
C9 -2.333438 1.444183 -1.698662
S1 -3.935520 0.638340 -1.537322
O4 -4.787700 1.396776 -0.693389
O5 -3.709276 -0.672242 -1.059755
F1 -4.516968 0.572015 -3.014286
O6 0.819725 -2.881791 -0.091303
C10 -0.518188 -3.411219 -0.013121
C11 -1.212637 -3.136290 1.351603
H1 0.193949 1.734173 -0.043469
H2 0.313612 1.147245 1.601530
H3 1.214565 2.654141 1.093711
H4 2.892687 1.042814 1.095454
H5 2.451661 1.009911 -0.600017
H6 1.712762 -2.139877 -2.544136
H7 2.314923 -0.485987 -2.307012
H8 0.504362 -0.896514 -4.157167
H9 -0.619156 -1.316551 -2.859069
H10 0.339392 1.221217 -2.022015
H11 0.358604 1.362454 -3.786218
H12 -2.088636 0.094468 -3.316233
H13 -1.226412 4.019416 -3.233853
H14 -3.329439 3.433464 -1.556758
H15 -1.643442 3.358676 -0.913029
H16 -1.739375 1.179685 -0.815757
H17 -0.402059 -4.504746 -0.069400
H18 -1.156073 -3.140045 -0.860039
H19 -1.626761 -4.046784 1.793477
H20 -2.041146 -2.447064 1.130596
H21 -0.544554 -2.593530 2.030462
C12 6.428888 -5.977051 1.619963
C13 5.742261 -4.685038 2.010654
O7 5.263175 -3.985362 0.848719
C14 4.093439 -4.395021 0.361795
O8 3.427860 -5.282440 0.804325
C15 3.695465 -3.524788 -0.835627
F2 4.720714 -3.314035 -1.677942
F3 3.271840 -2.306124 -0.423418
F4 2.719156 -4.078216 -1.549958
H22 7.222102 -5.784518 0.896045
H23 6.859622 -6.461291 2.496181
H24 5.727191 -6.668329 1.152686
H25 6.454147 -4.018814 2.495224
H26 4.929368 -4.859560 2.715194
C16 -4.985231 4.110446 2.127135
C17 -4.334381 4.512530 3.434892
O9 -2.994866 3.990967 3.523347
C18 -2.052155 4.691196 2.903448
O10 -2.224262 5.702214 2.287304
C19 -0.684626 4.033879 3.126202
F5 -0.743586 2.700723 2.963215
F6 -0.225307 4.263379 4.368145
F7 0.236186 4.503157 2.275774
H27 -4.953196 3.027443 1.999473
H28 -6.024027 4.438413 2.100471
H29 -4.462270 4.549747 1.277115
H30 -4.884241 4.082636 4.270346
H31 -4.334276 5.594198 3.568402

Cartesian forces (eV/Å) of the 6 atoms listed first:
0.202 -0.818 -1.112
0.138 1.362 1.245
-0.607 -0.266 -1.172
-0.565 -0.460 -0.319
-0.153 0.473 0.336
-0.212 -0.586 0.100

---

ORCA calculation (ωB97M-V with the def2-TZVPD basis set) on C19H31MnN2O as an isolated structure.

Computed properties:
Kohn-Sham gap (alpha / beta) = 6.273 / 8.023 eV
Spin multiplicity = 4
Net charge = +1
<S²> = 3.838
LUMO energy (alpha / beta) = -3.404 / -3.550 eV
Relative energy (zero: lowest compared OMol25 entry of this formula, charge and spin) = 0.0 kJ/mol

CARTESIAN COORDINATES (ANGSTROEM)
C1 -0.386444 0.690052 -4.839889
C2 0.192592 2.037361 -4.724630
C3 0.422490 -0.392120 -5.417384
C4 -1.848041 0.539743 -4.778043
H1 0.426578 -0.378412 -6.522973
H2 0.040868 -1.378136 -5.122535
H3 1.470882 -0.313854 -5.104293
H4 0.207279 2.573819 -5.691457
H5 1.229822 1.998450 -4.369056
H6 -0.393863 2.653208 -4.030420
H7 -2.335392 0.686068 -5.759398
H8 -2.285157 1.280731 -4.097168
H9 -2.130098 -0.463395 -4.436058
C5 2.296564 -0.316720 0.293915
C6 2.301991 -1.053852 -0.944620
C7 1.853857 -0.166384 -1.998357
H10 2.672932 -2.069794 -1.079553
C8 1.569583 1.127729 -1.400593
C9 1.873815 1.029595 0.008020
H11 1.861629 1.857457 0.711040
H12 2.655040 -0.683899 1.255415
H13 1.839114 -0.384859 -3.063849
H14 1.251348 2.024236 -1.930296
C10 -1.683880 -0.763429 -0.018974
C11 -0.838631 -1.886248 0.315597
C12 -0.237593 -2.363961 -0.904490
H15 -0.756048 -2.350404 1.300787
C13 -0.695814 -1.525248 -1.989758
C14 -1.601891 -0.542764 -1.439526
H16 -2.191606 0.170051 -2.017278
H17 -2.354622 -0.238732 0.658656
H18 0.376873 -3.259122 -1.011735
H19 -0.507099 -1.672610 -3.054205
Mn1 0.341189 -0.369792 -0.596828
C15 -2.512697 1.156286 3.264634
N1 -1.379684 0.507544 3.899381
C16 -1.404004 0.420942 5.356132
C17 -0.189531 0.482017 3.212682
O1 -0.084909 0.975225 2.070722
N2 0.871639 -0.134065 3.887523
C18 0.754178 -1.497386 4.380136
C19 2.180150 0.480437 3.914343
H20 -2.727798 2.117127 3.755035
H21 -3.400845 0.515476 3.349862
H22 -2.272748 1.324132 2.212188
H23 -1.581095 -0.607032 5.693677
H24 -0.441235 0.758765 5.760688
H25 -2.202416 1.064555 5.733776
H26 1.643215 -2.071780 4.075584
H27 0.690331 -1.523772 5.481205
H28 -0.137306 -1.981712 3.954239
H29 2.956517 -0.284637 3.794727
H30 2.257698 1.225213 3.117745
H31 2.342294 0.977893 4.885672

Cartesian forces (eV/Å) of the 6 atoms listed first:
-0.004 0.039 0.139
0.183 0.537 0.155
0.346 -0.464 -0.196
-0.575 -0.033 0.097
-0.005 -0.006 0.173
0.084 0.044 -0.147

---

ORCA calculation (ωB97M-V with the def2-TZVPD basis set) on C19H31N2O6 as an isolated structure.

Computed properties:
Kohn-Sham gap = 8.003 eV
Net charge = +1
LUMO energy = -2.674 eV
Relative energy (zero: lowest compared OMol25 entry of this formula, charge and spin) = 2293.6 kJ/mol

CARTESIAN COORDINATES (ANGSTROEM)
C1 4.052510 -3.407047 0.672753
C2 4.272276 -2.132897 1.469738
H1 5.216466 -1.816054 1.377708
H2 4.065226 -2.469366 2.514934
O1 3.714395 -1.102639 0.981477
C3 2.356131 -1.085489 1.666331
O2 1.864005 -1.860907 2.550797
N1 1.643049 -0.008858 1.031337
C4 2.095509 0.747281 -0.060877
H3 3.189828 0.751363 -0.097716
C5 1.568343 2.178102 0.239648
N2 0.247401 2.267204 0.364165
C6 -0.014798 3.871733 0.302633
H4 0.416105 4.470083 0.888533
H5 -1.110935 3.848322 0.790123
C7 -0.388608 4.269574 -0.923442
O3 0.983396 4.416960 -1.619214
H6 0.832385 4.708360 -2.468978
H7 -0.935861 5.351700 -1.130182
C8 -1.480833 3.405668 -1.733291
H8 -2.367168 3.457256 -1.455508
O4 -1.086539 1.971434 -1.652647
C9 -1.961501 1.097640 -2.456619
C10 -1.798285 -0.215143 -1.592071
C11 -0.652360 -1.047890 -2.100505
C12 -0.448573 -2.014791 -1.120331
C13 -1.256508 -2.444519 -0.217624
C14 -2.791126 -1.811864 -0.270895
C15 -2.734943 -0.651917 -0.803509
H9 -3.664814 0.017385 -0.833357
O5 -3.683283 -2.334137 0.540818
C16 -4.805486 -1.758358 0.514189
H10 -5.360421 -1.668508 -0.382725
H11 -4.720253 -0.674730 1.038188
H12 -5.409285 -2.346967 1.288077
O6 -1.591604 -3.622325 0.536612
C17 -0.132894 -4.315610 0.532635
H13 0.507636 -3.596792 1.394650
H14 0.149218 -4.732255 -0.235133
H15 -0.497420 -5.242276 1.485845
H16 0.518141 -2.499332 -1.013372
H17 0.137660 -0.715610 -2.257823
H18 -1.457012 0.980006 -3.466370
H19 -2.738465 1.499925 -2.401408
H20 -1.487035 3.645014 -2.925436
C18 -0.074065 1.852625 1.625740
C19 0.293393 0.335692 1.513342
H21 0.127950 -0.169895 2.417845
H22 -0.478612 -0.227777 0.566952
H23 0.429088 1.977262 2.590470
H24 -1.200430 1.802679 1.802346
H25 -0.216326 1.942608 -0.442816
H26 1.943233 3.013594 -0.792223
H27 2.282331 2.791373 1.212122
H28 1.591776 0.637479 -0.823098
H29 4.135602 -3.150410 -0.259646
H30 4.843940 -4.289450 0.859122
H31 3.068450 -3.894509 0.767684

Cartesian forces (eV/Å) of the 6 atoms listed first:
0.807 -3.641 4.236
2.423 -7.928 3.203
4.589 -0.199 0.293
0.067 1.242 -0.366
-9.145 4.821 0.888
-2.169 0.718 -0.744

---

ORCA calculation (ωB97M-V with the def2-TZVPD basis set) on an isolated ion of composition C19H31N6O and charge +1.

Computed properties:
Kohn-Sham gap = 9.988 eV
Net charge = +1
SMILES = CCC[C@H](c1nnnn1CCOC)N1CC[NH+](Cc2ccccc2)CC1
LUMO energy = -1.934 eV
Relative energy (zero: lowest compared OMol25 entry of this formula, charge and spin) = 1.0 kJ/mol

CARTESIAN COORDINATES (ANGSTROEM)
C1 2.298104 -2.423028 1.920034
C2 2.596868 -0.987912 2.340678
C3 2.217741 0.063096 1.289559
C4 0.777033 0.594411 1.387059
C5 -0.222180 -0.487711 1.126480
N1 -0.639466 -0.852176 -0.072669
N2 -1.545803 -1.810816 0.095937
N3 -1.705352 -2.053532 1.318699
N4 -0.899446 -1.248008 2.016722
C6 -0.996156 -1.190466 3.447229
C7 -2.148462 -0.236325 3.819327
O1 -1.891444 1.075104 3.373479
C8 -1.304489 1.923662 4.340298
N5 0.573592 1.754696 0.530539
C9 -0.771660 2.277691 0.410563
C10 -1.307140 2.191735 -1.039734
N6 -0.641449 1.105376 -1.780093
C11 -1.297406 0.806178 -3.076361
C12 -0.647164 -0.372481 -3.752783
C13 -0.869492 -1.657114 -3.267773
C14 -0.266116 -2.742151 -3.878643
C15 0.556420 -2.555178 -4.977496
C16 0.774824 -1.278759 -5.467629
C17 0.177489 -0.190312 -4.855752
C18 0.800564 1.382501 -1.932485
C19 1.345480 2.045704 -0.645126
H1 2.612858 -3.110904 2.700172
H2 2.845409 -2.670247 1.013470
H3 1.242189 -2.594810 1.732373
H4 3.671813 -0.912857 2.511990
H5 2.111575 -0.760131 3.291859
H6 2.869790 0.927573 1.420136
H7 2.387285 -0.359849 0.297753
H8 0.615156 0.946106 2.415291
H9 -0.050094 -0.844561 3.864307
H10 -1.217564 -2.195491 3.808630
H11 -2.312484 -0.266878 4.900521
H12 -3.059492 -0.571703 3.313279
H13 -1.967398 2.051391 5.200323
H14 -1.156762 2.884585 3.852678
H15 -0.339544 1.540777 4.689557
H16 -1.431565 1.751556 1.101818
H17 -0.769338 3.334600 0.707286
H18 -2.381869 2.006282 -1.027065
H19 -1.127897 3.128845 -1.572763
H20 -0.686714 0.200579 -1.162025
H21 -2.347626 0.583595 -2.872496
H22 -1.242008 1.694596 -3.711588
H23 -1.517768 -1.815335 -2.419012
H24 -0.446141 -3.735712 -3.498953
H25 1.020561 -3.403354 -5.456005
H26 1.407715 -1.128857 -6.328333
H27 0.343895 0.802519 -5.248448
H28 1.301441 0.434513 -2.135052
H29 0.957069 2.045535 -2.786159
H30 2.387442 1.769114 -0.509868
H31 1.315176 3.134341 -0.763732

Cartesian forces (eV/Å) of the 6 atoms listed first:
0.041 0.107 0.145
-0.038 -0.082 -0.239
-0.094 0.084 0.314
0.408 0.236 0.209
-0.504 -0.379 0.295
0.659 0.271 0.651

---

ORCA calculation (ωB97M-V with the def2-TZVPD basis set) on a 6-piece molecular cluster, C19H31NO14S overall.

Computed properties:
Kohn-Sham gap = 10.178 eV
Net charge = 0
SMILES = C[N+](=O)[O-].O=S1(=O)OCCO1.O=C1CCCO1.O=C1CCCO1.O=C1CCCO1.O=C1CCCO1
LUMO energy = 0.126 eV
Relative energy (zero: lowest compared OMol25 entry of this formula, charge and spin) = 0.5 kJ/mol

CARTESIAN COORDINATES (ANGSTROEM)
C1 10.344958 7.005751 -6.568441
N1 10.689860 6.322623 -5.285040
O1 10.301813 5.220604 -5.036773
O2 11.396430 6.884641 -4.519449
H1 10.008171 6.276454 -7.305191
H2 11.279479 7.457258 -6.901481
H3 9.528308 7.694864 -6.353286
O3 11.722722 -0.241148 -11.578798
S1 12.131079 1.145670 -11.376261
O4 11.725613 2.196216 -12.277255
O5 11.765585 1.550459 -9.817786
C2 12.710333 2.409775 -9.217034
C3 13.993507 1.795430 -9.693993
O6 13.759960 1.297490 -10.988941
H4 12.539718 3.420117 -9.588799
H5 12.589118 2.206344 -8.153073
H6 14.415050 0.978520 -9.108266
H7 14.753654 2.562671 -9.841009
O7 5.376187 0.665778 -7.833508
C4 6.045059 0.607782 -6.875646
C5 7.193077 1.523208 -6.537038
C6 7.993010 0.572165 -5.693190
C7 6.845553 -0.224206 -5.013541
O8 5.832874 -0.282235 -5.939519
H8 7.678534 1.893801 -7.439862
H9 6.729593 2.274624 -5.897771
H10 8.573868 -0.136535 -6.283481
H11 8.631047 1.176804 -5.048660
H12 7.186141 -1.238185 -4.803903
H13 6.519369 0.224070 -4.075060
O9 7.386266 10.660705 -2.092799
C8 8.482157 10.639437 -1.549546
C9 9.651471 11.627165 -1.659818
C10 10.417933 11.232540 -0.478347
C11 10.220148 9.761986 -0.257611
O10 8.916193 9.556494 -0.792026
H14 10.017810 11.329575 -2.642339
H15 9.330634 12.668443 -1.629920
H16 11.469350 11.402587 -0.710083
H17 10.229936 11.838679 0.407857
H18 10.895562 9.291305 -0.972022
H19 10.254879 9.395232 0.768250
O11 12.796867 3.848648 3.477501
C12 11.844303 4.009029 2.745413
C13 10.579088 4.798493 3.019600
C14 9.734021 4.400220 1.829445
C15 10.680927 3.870097 0.746036
O12 11.788969 3.457256 1.555246
H20 10.229498 4.486720 4.003823
H21 10.698585 5.871157 3.171892
H22 8.944735 3.664553 1.984126
H23 9.212174 5.290038 1.477330
H24 10.199943 3.097201 0.146534
H25 11.030070 4.669437 0.092395
O13 6.101143 6.106597 -8.553630
C16 5.850195 5.525546 -9.595275
C17 4.473512 5.191792 -10.153343
C18 4.937940 4.596443 -11.555022
C19 6.408088 4.365617 -11.468805
O14 6.860407 5.139831 -10.438046
H26 3.863513 4.542692 -9.525101
H27 3.866277 6.096466 -10.183744
H28 4.370733 3.720248 -11.869116
H29 4.617447 5.328772 -12.296021
H30 6.653245 3.307623 -11.375890
H31 6.894801 4.710641 -12.381034

Cartesian forces (eV/Å) of the 6 atoms listed first:
0.004 -0.421 -0.267
-0.209 -0.618 -0.502
-1.495 -1.914 -0.803
1.700 2.510 1.183
-0.022 -0.076 0.327
-0.375 0.346 0.101

---

ORCA calculation (ωB97M-V with the def2-TZVPD basis set) on C19H31OP2SiSn as an isolated structure.

Computed properties:
Kohn-Sham gap = 7.599 eV
Net charge = +1
LUMO energy = -2.546 eV

CARTESIAN COORDINATES (ANGSTROEM)
Sn1 -0.130261 0.550779 -0.194515
C1 -1.848845 -2.475391 -1.630116
P1 -0.205408 -1.779708 -1.250483
C2 0.561423 -3.203073 -0.412111
C3 0.664636 -1.507810 -2.808362
C4 0.167373 -2.036916 -4.000863
C5 0.754174 -1.618475 -5.185335
C6 1.827416 -0.750180 -5.165520
C7 2.398701 -0.301226 -3.978716
C8 1.781555 -0.658906 -2.767936
P2 2.298939 0.080937 -1.182522
C9 3.730514 -0.854911 -0.552493
C10 3.055301 1.637549 -1.668895
H1 -2.453302 -1.824016 -2.265081
H2 -2.359576 -2.592019 -0.678754
H3 -1.763466 -3.468391 -2.075050
H4 0.503086 -4.119782 -1.007258
H5 0.110897 -3.287494 0.572230
H6 1.613944 -3.001699 -0.245574
H7 -0.663638 -2.715403 -3.980886
H8 0.326104 -1.920491 -6.148916
H9 2.262876 -0.405709 -6.089377
H10 3.280248 0.352029 -3.956851
H11 4.401402 -0.976754 -1.403414
H12 3.470274 -1.798200 -0.104084
H13 4.204184 -0.245643 0.195434
H14 3.994393 1.533679 -2.248805
H15 3.290123 2.217058 -0.777553
H16 2.345920 2.212765 -2.251765
C11 1.966446 0.410238 2.843234
Si1 0.165467 0.066830 2.358837
C12 -0.366985 -1.696373 2.855878
C13 -1.016638 1.343813 3.096364
C14 -0.850471 2.727516 2.883776
C15 -1.842279 3.643297 3.236539
C16 -2.999353 3.143752 3.822366
C17 -3.192037 1.797352 4.040957
C18 -2.193946 0.896227 3.719742
H17 2.104884 0.230707 3.930866
H18 2.244992 1.448059 2.645641
H19 2.663524 -0.219410 2.283747
H20 -0.586776 -1.711479 3.917268
H21 0.433735 -2.413042 2.640500
H22 -1.285012 -2.013641 2.338544
H23 0.072415 3.106170 2.441157
H24 -1.765726 4.715513 3.038068
H25 -3.800221 3.814131 4.081639
H26 -4.134923 1.457059 4.438257
H27 -2.357872 -0.156837 3.944714
C19 -3.561248 2.119188 -0.565266
O1 -2.853044 1.513345 0.518350
H28 -3.600843 3.213053 -0.473277
H29 -4.593347 1.727863 -0.589093
H30 -3.056594 1.880909 -1.504518
H31 -3.213147 1.913185 1.319264

Cartesian forces (eV/Å) of the 6 atoms listed first:
-0.197 0.820 -0.020
0.040 0.223 -0.086
-0.305 -0.830 0.161
0.375 0.131 -0.174
-0.101 -0.195 0.213
0.733 0.639 0.272

---

What electronic energy values result from the calculations? In sequence: -81319.199; -56544.839; -35442.178; -31187.107; -61190.695; -54535.514 eV.
What maximum force values result from the calculations? In sequence: 3.441; 1.643; 18.127; 1.695; 3.661; 1.010 eV/A.